Molecular formula: C3H28N6O11
Method: DFT, ωB97M-V/def2-TZVPD

```
! wB97M-V def2-TZVPD RIJCOSX def2/J DEFGRID3
* xyz 0 1
C -4.52 -0.23 -1.83
O -4.82 -1.30 -1.30
N -5.46 0.42 -2.40
N -3.25 0.13 -1.78
H -6.25 -0.15 -2.56
H -5.34 0.99 -3.23
H -2.73 -0.45 -1.12
H -2.96 1.07 -1.86
C 4.66 0.65 -0.53
O 4.61 1.81 -0.20
N 3.69 0.22 -1.44
N 5.65 -0.17 -0.21
H 3.17 0.98 -1.86
H 3.18 -0.56 -1.14
H 6.29 0.22 0.46
H 5.67 -1.16 -0.16
C -1.86 -2.38 0.22
O -1.48 -1.42 -0.37
N -1.07 -3.05 1.05
N -3.11 -2.73 0.10
H -1.42 -3.97 1.21
H -0.11 -2.93 0.75
H -3.58 -3.29 0.76
H -3.68 -2.14 -0.50
O 0.66 -0.47 -3.60
H 1.09 -0.42 -2.71
H -0.20 -0.82 -3.37
O 2.13 -2.14 1.32
H 2.59 -2.16 2.17
H 1.51 -1.38 1.27
O 2.03 2.96 -0.03
H 2.99 2.80 -0.13
H 1.86 3.07 0.91
O 1.76 1.92 2.73
H 2.65 1.53 2.68
H 1.20 1.15 2.90
O 0.07 -0.40 2.56
H -0.76 0.12 2.61
H -0.13 -1.25 2.96
O -1.67 1.67 2.30
H -1.31 2.54 2.54
H -1.69 1.83 1.32
O -1.15 2.39 -0.33
H -0.37 1.87 -0.67
H -0.81 3.29 -0.25
O 0.90 0.26 -0.03
H 1.32 1.04 0.41
H 0.07 0.03 0.37
*
```

Gap between HOMO and LUMO   0.3651 Eh
SMILES string   NC(N)=O.NC(N)=O.NC(N)=O.O.O.O.O.O.O.O.O
LUMO   0.221 eV
E_HOMO   -0.357 Eh
Energy relative to the best compared isomer or geometry (same formula, charge and spin)   0.802 eV

---

Molecular formula: C24H15ClCrF6N4O6S2
Method: DFT, ωB97M-V/def2-TZVPD

```
! wB97M-V def2-TZVPD RIJCOSX def2/J DEFGRID3
* xyz 1 4
Cr -0.19 0.21 0.14
C -1.34 -1.69 3.95
C -0.10 -2.00 4.46
C 1.04 -1.56 3.80
C 0.89 -0.84 2.64
N -0.32 -0.60 2.10
C -1.41 -0.99 2.76
C 2.02 -0.22 1.90
C 3.32 -0.14 2.34
C 4.25 0.52 1.54
C 3.85 1.10 0.35
C 2.53 1.00 -0.02
N 1.66 0.34 0.75
C 1.92 1.56 -1.26
C 2.59 2.34 -2.17
C 1.93 2.75 -3.32
C 0.62 2.36 -3.52
C -0.01 1.60 -2.54
N 0.63 1.23 -1.44
H -2.25 -1.99 4.45
H -0.01 -2.58 5.37
H 2.03 -1.77 4.20
H -2.37 -0.75 2.31
H 3.62 -0.57 3.28
H 5.28 0.59 1.86
H 4.56 1.62 -0.28
H 3.62 2.63 -2.00
H 2.44 3.37 -4.05
H 0.07 2.65 -4.40
H -1.04 1.29 -2.63
F -5.31 2.72 -0.71
C -4.27 2.09 -1.21
F -4.66 1.13 -2.03
F -3.48 2.95 -1.85
S -3.31 1.29 0.14
O -2.14 0.80 -0.60
O -4.16 0.36 0.79
N -2.96 2.51 1.08
S -1.53 3.00 1.44
O -0.49 2.01 1.09
O -1.44 3.52 2.76
C -1.19 4.42 0.32
F -2.27 5.17 0.21
F -0.19 5.14 0.80
F -0.85 3.96 -0.90
Cl 0.26 -6.67 -3.22
C 0.25 -5.10 -2.48
C 1.25 -4.18 -2.79
C 1.25 -2.93 -2.20
C 0.26 -2.55 -1.29
O 0.33 -1.33 -0.79
C -0.74 -3.49 -0.98
C -1.80 -3.21 -0.04
O -1.90 -2.19 0.63
C -0.73 -4.76 -1.59
H 2.02 -4.45 -3.50
H 2.02 -2.21 -2.45
H -2.54 -4.02 0.11
H -1.51 -5.47 -1.34
*
```

Gap between HOMO and LUMO (spin up / spin down)   0.2421 / 0.2384 Eh
LUMO (spin up / spin down)   -4.011 / -4.215 eV
E_HOMO (spin up / spin down)   -0.389 / -0.393 Eh
Energy relative to the best compared isomer or geometry (same formula, charge and spin)   0.085 eV
<S²>   3.771

---

Molecular formula: C4H9NO2
Method: DFT, ωB97M-V/def2-TZVPD

```
! wB97M-V def2-TZVPD RIJCOSX def2/J DEFGRID3
* xyz 0 1
C 0.83 -1.55 -2.03
C 1.49 -0.26 -1.66
N -0.14 0.81 -0.79
C -0.10 0.93 0.59
O 0.87 1.28 1.22
O -1.27 0.56 1.12
C -1.29 0.57 2.55
H 0.13 -1.44 -2.87
H 1.68 -2.13 -2.42
H 0.36 -2.14 -1.23
H 1.92 -0.37 -0.65
H 0.50 1.40 -1.32
H -1.04 0.63 -1.21
H -2.29 0.23 2.83
H -0.53 -0.09 2.95
H -1.12 1.58 2.93
*
```

Gap between HOMO and LUMO   0.3246 Eh
LUMO   0.726 eV
E_HOMO   -0.298 Eh
Energy relative to the best compared isomer or geometry (same formula, charge and spin)   4.411 eV

---

Molecular formula: C4H7NOS
Method: DFT, ωB97M-V/def2-TZVPD

```
! wB97M-V def2-TZVPD RIJCOSX def2/J DEFGRID3
* xyz 0 1
C 1.89 1.32 -1.69
C 1.08 0.92 -0.52
C 0.16 -0.04 -0.49
C -1.46 -1.34 0.66
H 1.52 0.83 -2.60
H 2.96 1.21 -1.52
H 1.73 2.42 -1.79
H 1.30 1.46 0.41
H -0.05 -0.64 -1.40
H -1.65 -1.92 -0.26
H -2.81 -1.47 3.82
N -2.10 -1.69 1.68
O -0.53 -0.36 0.61
S -2.03 -0.70 3.08
*
```

Gap between HOMO and LUMO   0.3453 Eh
SMILES string   C/C=C/O/C=N\S
LUMO   0.932 eV
E_HOMO   -0.311 Eh
Energy relative to the best compared isomer or geometry (same formula, charge and spin)   2.044 eV

---

Molecular formula: C33H45GaN5S
Method: DFT, ωB97M-V/def2-TZVPD

```
! wB97M-V def2-TZVPD RIJCOSX def2/J DEFGRID3
* xyz -1 1
Ga -0.22 -0.76 0.26
N -0.70 -3.77 1.93
N 1.89 -1.91 -0.31
C 1.19 2.60 0.09
C 2.54 2.18 0.25
C 2.65 1.56 1.52
C 3.85 0.87 2.04
H 4.74 1.24 1.52
H 3.80 -0.21 1.88
H 3.97 1.04 3.11
C 1.39 1.66 2.17
C 1.05 1.16 3.52
H 0.50 1.91 4.09
H 1.95 0.89 4.08
H 0.42 0.26 3.47
C 0.48 2.31 1.29
C -0.91 2.65 1.57
H -1.53 1.76 1.71
H -1.35 3.22 0.75
H -0.99 3.25 2.48
C 3.65 2.38 -0.68
H 4.49 2.89 -0.19
H 3.35 2.99 -1.54
H 4.04 1.42 -1.05
C 0.60 3.24 -1.12
H -0.37 2.78 -1.38
H 1.26 3.13 -1.99
H 0.43 4.32 -0.94
C -1.70 -4.63 1.69
H -2.48 -4.73 2.45
C -1.77 -5.30 0.45
H -2.67 -5.90 0.30
C -0.70 -5.21 -0.45
H -0.68 -5.80 -1.39
C 0.37 -4.36 -0.11
H 1.14 -4.13 -0.81
C 0.21 -3.56 0.96
C 1.01 -2.24 0.94
H 1.53 -1.84 1.83
C 1.12 -1.06 -1.04
C 3.15 -2.00 -0.93
H 4.03 -2.53 -0.57
C 3.04 -1.37 -2.12
H 3.65 -1.32 -3.02
N 1.76 -0.76 -2.17
C 1.16 0.00 -3.22
C 1.85 1.01 -3.91
C 1.10 1.84 -4.76
H 1.59 2.64 -5.33
C -0.28 1.68 -4.93
C -1.10 2.59 -5.83
H -2.04 2.90 -5.31
H -1.39 2.05 -6.76
H -0.51 3.49 -6.11
C -0.91 0.58 -4.33
H -1.97 0.37 -4.52
C -0.18 -0.31 -3.51
C -0.85 -1.57 -3.13
H -0.84 -2.27 -3.96
H -1.89 -1.37 -2.87
H -0.39 -2.08 -2.30
C 3.30 1.29 -3.95
H 3.75 0.95 -4.87
H 3.86 0.88 -3.14
H 3.47 2.36 -3.95
C -1.89 -2.54 4.48
C -1.65 -1.39 3.49
N -2.78 -1.27 2.57
C -2.93 -0.39 1.55
S -2.44 -0.64 -0.13
N -3.81 0.62 1.63
C -4.62 0.95 2.81
C -3.91 2.01 3.61
H -2.94 -2.57 4.81
H -1.26 -2.41 5.36
H -1.63 -3.48 3.98
H -1.50 -0.45 4.03
H -0.73 -1.59 2.91
H -3.62 -1.75 2.88
H -3.68 1.34 0.93
H -5.59 1.30 2.44
H -4.78 0.03 3.38
H -3.59 2.85 2.98
H -4.56 2.41 4.39
H -3.02 1.61 4.10
*
```

Gap between HOMO and LUMO (spin up / spin down)   0.1292 / 0.1291 Eh
LUMO (spin up / spin down)   2.571 / 2.570 eV
E_HOMO (spin up / spin down)   -0.035 / -0.035 Eh
Energy relative to the best compared isomer or geometry (same formula, charge and spin)   2.220 eV

---

Molecular formula: C6H9N
Method: DFT, ωB97M-V/def2-TZVPD

```
! wB97M-V def2-TZVPD RIJCOSX def2/J DEFGRID3
* xyz 0 1
C 0.95 -1.37 -1.21
C -0.25 -0.55 -0.64
C 0.07 0.53 0.15
C 1.28 1.44 0.04
C -0.87 0.76 1.16
C -1.91 -0.10 1.04
N -1.69 -1.02 0.06
H 1.52 -0.89 -2.03
H 0.64 -2.34 -1.60
H 1.71 -1.56 -0.43
H 0.95 2.41 -0.35
H 2.08 1.07 -0.61
H 1.70 1.62 1.03
H -0.76 1.51 1.93
H -2.84 -0.01 1.61
H -2.58 -1.50 -0.15
*
```

Gap between HOMO and LUMO   0.3275 Eh
SMILES string   Cc1cc[nH]c1C
LUMO   1.088 eV
E_HOMO   -0.288 Eh
Energy relative to the best compared isomer or geometry (same formula, charge and spin)   2.047 eV

---

Molecular formula: C6H11N2
Method: DFT, ωB97M-V/def2-TZVPD

```
! wB97M-V def2-TZVPD RIJCOSX def2/J DEFGRID3
* xyz 1 1
C -2.18 0.38 -0.02
C 3.15 0.31 0.97
C 2.16 1.00 0.47
C 0.48 -0.71 -0.53
C -0.47 -1.16 0.76
C -3.19 0.62 -0.90
N 1.31 0.43 -0.51
N -1.60 -0.45 0.56
H 3.94 0.54 1.68
H 3.21 -0.82 0.84
H 2.14 2.03 0.66
H 1.08 -1.67 -0.68
H -0.23 -0.65 -1.39
H -0.56 -2.19 1.05
H -0.04 -0.58 1.60
H -3.02 0.09 -1.83
H -3.26 1.71 -1.04
H -4.07 0.15 -0.47
H 1.16 0.96 -1.23
*
```

Gap between HOMO and LUMO   0.2685 Eh
SMILES string   C=CNCC[N+]#CC
LUMO   -4.754 eV
E_HOMO   -0.443 Eh
Energy relative to the best compared isomer or geometry (same formula, charge and spin)   5.101 eV

---

Molecular formula: C8H11N5S
Method: DFT, ωB97M-V/def2-TZVPD

```
! wB97M-V def2-TZVPD RIJCOSX def2/J DEFGRID3
* xyz 0 1
C -3.64 -1.29 0.31
C -1.52 0.08 0.00
C -2.27 1.27 0.04
C -1.64 2.47 -0.09
C -0.22 2.46 -0.10
C -0.16 0.13 -0.11
C 0.61 -1.07 -0.38
C 4.00 -0.22 0.07
H -4.04 -0.72 -0.60
H -4.02 -0.81 1.25
H -3.93 -2.33 0.13
H -1.78 -1.79 0.83
H -3.31 1.34 0.16
H -2.18 3.43 -0.08
H 0.28 3.40 -0.19
H 0.05 -2.02 -0.50
H 2.26 0.89 -0.15
H 5.43 -1.61 -0.09
H 3.84 -2.18 -0.32
N -2.19 -1.18 0.08
N 0.45 1.31 -0.17
N 1.88 -1.21 -0.26
N 2.66 -0.08 -0.11
N 4.48 -1.46 0.05
S 4.97 1.17 0.23
*
```

Gap between HOMO and LUMO   0.2763 Eh
SMILES string   CNc1cccnc1/C=N\NC(N)=S
LUMO   -0.259 eV
E_HOMO   -0.286 Eh
Energy relative to the best compared isomer or geometry (same formula, charge and spin)   1.588 eV

---

Molecular formula: C3H3AgO4
Method: DFT, ωB97M-V/def2-TZVPD

```
! wB97M-V def2-TZVPD RIJCOSX def2/J DEFGRID3
* xyz 0 1
H -2.73 1.18 0.20
O -1.85 -1.25 -0.91
C -1.76 0.76 0.41
C -1.41 -0.39 -0.20
H -1.19 1.10 1.28
O 1.32 1.21 -0.54
C 1.56 -0.06 -0.28
O 0.59 -0.83 0.10
O 2.71 -0.51 -0.40
Ag 2.38 -2.61 0.65
H 0.38 1.41 -0.31
*
```

Gap between HOMO and LUMO   0.2273 Eh
LUMO   -2.092 eV
E_HOMO   -0.304 Eh
Energy relative to the best compared isomer or geometry (same formula, charge and spin)   0.000 eV

---

Molecular formula: C49H64NO22
Method: DFT, ωB97M-V/def2-TZVPD

```
! wB97M-V def2-TZVPD RIJCOSX def2/J DEFGRID3
* xyz 1 1
O -6.96 -0.30 1.41
C -6.20 -1.15 0.87
O -6.38 -1.40 -0.53
O -6.45 -2.72 -0.82
C -5.85 -2.84 -2.14
O -6.48 -3.23 -3.15
C -4.28 -2.46 -2.22
C -3.16 -3.53 -2.33
C -1.67 -3.05 -2.34
N -1.31 -1.64 -2.26
C -2.30 -0.58 -2.19
C -3.80 -0.95 -2.17
C -5.08 -1.82 1.78
C -5.18 -3.32 2.23
C -4.14 -4.02 3.15
C -2.92 -3.20 3.68
C -2.76 -1.71 3.27
C -3.83 -1.04 2.33
H -3.39 -4.66 -2.38
H -0.80 -3.80 -2.41
H -0.30 -1.35 -2.25
H -2.02 0.53 -2.13
H -4.64 -0.18 -2.10
H -6.08 -3.91 1.85
H -4.26 -5.11 3.49
H -2.15 -3.70 4.38
H -1.86 -1.14 3.69
H -3.66 0.07 2.06
O 1.70 -0.81 -3.35
C 2.09 -1.92 -3.64
O 1.46 -3.07 -3.28
C 2.25 -4.19 -3.69
C 3.12 -3.67 -4.81
C 3.34 -2.23 -4.41
H 2.83 -4.54 -2.84
H 1.59 -4.99 -4.03
H 4.04 -4.23 -4.94
H 2.56 -3.70 -5.76
H 4.20 -2.12 -3.75
H 3.44 -1.58 -5.28
O -1.53 1.08 1.86
C -0.57 0.57 1.36
O -0.45 0.34 0.03
C 0.76 -0.38 -0.23
C 1.65 -0.10 0.96
C 0.64 0.05 2.09
H 0.52 -1.45 -0.32
H 1.21 -0.03 -1.16
H 2.39 -0.88 1.14
H 2.18 0.85 0.82
H 0.40 -0.91 2.55
H 0.99 0.77 2.84
O 3.15 -4.82 -0.09
C 3.99 -3.98 -0.31
O 3.89 -3.04 -1.28
C 5.11 -2.28 -1.33
C 5.75 -2.46 0.03
C 5.31 -3.85 0.41
H 5.73 -2.68 -2.14
H 4.88 -1.23 -1.55
H 6.83 -2.33 0.01
H 5.33 -1.73 0.73
H 5.99 -4.62 0.04
H 5.17 -3.95 1.49
O -5.67 0.36 -3.68
C -6.72 0.36 -4.28
O -6.95 1.10 -5.40
C -8.32 0.96 -5.79
C -8.77 -0.34 -5.17
C -7.96 -0.40 -3.90
H -8.88 1.82 -5.41
H -8.39 0.94 -6.88
H -9.85 -0.38 -5.01
H -8.50 -1.18 -5.82
H -8.45 0.12 -3.07
H -7.72 -1.43 -3.62
O 6.46 -2.42 2.56
C 7.60 -2.15 2.86
O 8.54 -1.74 1.98
C 9.80 -1.62 2.65
C 9.46 -1.45 4.11
C 8.18 -2.27 4.24
H 10.39 -2.53 2.46
H 10.35 -0.76 2.26
H 10.25 -1.78 4.78
H 9.24 -0.40 4.32
H 8.39 -3.32 4.45
H 7.51 -1.85 4.99
O -3.34 -7.20 -1.09
C -4.39 -7.23 -1.68
O -4.65 -6.50 -2.80
C -6.02 -6.68 -3.18
C -6.44 -7.98 -2.54
C -5.61 -8.01 -1.28
H -6.60 -5.83 -2.81
H -6.11 -6.71 -4.27
H -7.52 -8.05 -2.36
H -6.16 -8.82 -3.19
H -6.11 -7.50 -0.45
H -5.35 -9.03 -0.99
O 2.40 3.69 1.80
C 1.49 4.02 2.52
O 1.33 3.60 3.80
C 0.09 4.10 4.32
C -0.25 5.29 3.45
C 0.34 4.90 2.12
H -0.66 3.30 4.24
H 0.20 4.37 5.37
H -1.32 5.50 3.42
H 0.26 6.18 3.83
H -0.37 4.32 1.51
H 0.69 5.78 1.56
O -0.37 8.54 0.32
C 0.44 8.55 -0.57
O 0.49 9.51 -1.54
C 1.49 9.16 -2.50
C 2.42 8.22 -1.78
C 1.49 7.51 -0.82
H 1.01 8.69 -3.36
H 2.01 10.06 -2.83
H 2.96 7.54 -2.45
H 3.17 8.79 -1.21
H 1.02 6.63 -1.28
H 1.99 7.23 0.11
O 1.73 7.70 3.24
C 2.59 7.74 4.08
O 3.41 8.81 4.29
C 4.38 8.48 5.29
C 3.77 7.34 6.07
C 2.95 6.62 5.02
H 5.31 8.19 4.79
H 4.58 9.35 5.92
H 4.52 6.70 6.55
H 3.11 7.73 6.85
H 3.54 5.88 4.48
H 2.06 6.16 5.45
*
```

Gap between HOMO and LUMO   0.2606 Eh
LUMO   -3.710 eV
E_HOMO   -0.397 Eh

---

Molecular formula: C5H13N2O
Method: DFT, ωB97M-V/def2-TZVPD

```
! wB97M-V def2-TZVPD RIJCOSX def2/J DEFGRID3
* xyz 1 1
O -0.17 -1.57 -0.76
C 0.38 -0.78 -0.04
N 1.04 -1.14 1.12
C 1.87 -0.13 1.77
C 0.00 0.72 -0.31
N -1.39 0.67 -0.83
C -2.32 0.05 0.22
C 0.72 1.66 -1.28
H 1.27 -2.13 1.32
H 2.92 -0.34 1.30
H 2.07 -0.29 2.88
H 1.74 0.87 1.60
H -0.07 1.30 0.69
H -1.28 -0.05 -1.68
H -1.78 1.70 -1.00
H -2.02 0.09 1.32
H -2.60 -0.98 0.06
H -3.19 0.72 -0.02
H 0.69 1.52 -2.36
H 0.43 2.66 -1.15
H 1.79 1.63 -1.09
*
```

Gap between HOMO and LUMO   0.3813 Eh
SMILES string   CNC(=O)[C@@H](C)[NH2+]C
LUMO   -3.323 eV
E_HOMO   -0.503 Eh
Energy relative to the best compared isomer or geometry (same formula, charge and spin)   2.542 eV

---

no.,calculated total energy (Eh)
1,-1287.4125
2,-4494.1807
3,-362.9234
4,-684.7320
5,-3881.0252
6,-288.7068
7,-344.3277
8,-983.3790
9,-563.9802
10,-3615.0896
11,-382.7682